{
  "formula": "C12H27BBrN3O6P",
  "method": "the ωB97M-V functional and the def2-TZVPD basis",
  "charge": 1,
  "de_lowest_ev": 9.326,
  "homo_energy_ev": -12.39,
  "e_tot_ha": -4028.99317,
  "elements": ["C", "C", "O", "C", "C", "N", "C", "P", "O", "O", "O", "C", "C", "C", "C", "Br", "N", "B", "N", "O", "H", "H", "H", "H", "H", "H", "H", "H", "H", "H", "H", "H", "H", "H", "H", "H", "H", "H", "H", "C", "C", "C", "O", "H", "H", "H", "H", "H", "H", "H", "H"],
  "coordinates": [[-2.268, -0.266, -0.083], [-1.339, -1.551, 0.341], [-0.080, -1.683, -0.409], [1.073, -1.150, 0.344], [1.273, 0.417, -0.151], [0.746, 0.741, -1.531], [1.014, 2.215, -1.784], [0.540, 3.063, -3.428], [1.723, 3.067, -4.520], [-0.757, 2.118, -4.178], [-0.093, 4.686, -3.257], [1.760, 2.803, -0.422], [2.257, 4.353, -0.234], [1.631, 5.136, 1.062], [0.199, 4.555, 1.605], [2.950, 5.342, 2.598], [1.905, 1.608, 0.543], [2.565, 1.592, 1.928], [4.082, 1.834, 1.997], [1.846, 1.410, 3.212], [-2.461, 0.405, 0.881], [-3.332, -0.599, -0.496], [-1.804, 0.431, -0.901], [-1.984, -2.521, 0.082], [-1.217, -1.543, 1.505], [0.944, -1.222, 1.522], [2.041, -1.752, 0.010], [0.285, 0.126, -2.264], [-0.315, 1.235, -4.374], [-0.416, 4.973, -4.166], [3.437, 4.303, -0.057], [2.137, 4.961, -1.255], [1.421, 6.256, 0.705], [0.024, 5.055, 2.675], [0.163, 3.399, 1.786], [-0.717, 4.944, 0.946], [4.297, 2.720, 1.452], [4.587, 1.051, 1.515], [2.569, 1.447, 3.908], [-3.439, -6.669, 1.069], [-2.809, -5.677, 0.104], [-1.812, -6.358, -0.820], [-2.146, -4.655, 0.844], [-2.678, -7.132, 1.707], [-4.145, -6.163, 1.735], [-3.971, -7.459, 0.530], [-3.592, -5.194, -0.491], [-0.994, -6.810, -0.248], [-1.358, -5.630, -1.500], [-2.296, -7.139, -1.415], [-1.448, -5.075, 1.376]]
}

=====

{
  "formula": "C4H9N",
  "method": "the ωB97M-V functional and the def2-TZVPD basis",
  "de_lowest_ev": 1.707,
  "smiles": "CC1(N)CC1",
  "homo_energy_ev": -8.81,
  "e_tot_ha": -212.48845,
  "elements": ["C", "C", "N", "C", "C", "H", "H", "H", "H", "H", "H", "H", "H", "H"],
  "coordinates": [[0.923, 1.140, -0.029], [0.239, -0.153, 0.049], [1.043, -1.354, 0.143], [-1.156, -0.114, -0.676], [-0.965, -0.119, 0.852], [1.513, 1.271, 0.925], [1.684, 1.309, -0.791], [0.112, 1.845, 0.033], [1.742, -1.287, -0.654], [0.340, -2.206, -0.200], [-1.369, 0.855, -1.142], [-1.722, -0.972, -1.323], [-1.221, -0.993, 1.377], [-1.162, 0.776, 1.436]]
}

=====

{
  "formula": "C5H11N",
  "method": "the ωB97M-V functional and the def2-TZVPD basis",
  "de_lowest_ev": 1.667,
  "smiles": "CCCN1CC1",
  "homo_energy_ev": -9.09,
  "e_tot_ha": -251.80126,
  "elements": ["C", "C", "C", "N", "C", "C", "H", "H", "H", "H", "H", "H", "H", "H", "H", "H", "H"],
  "coordinates": [[2.564, 0.502, 0.069], [1.348, -0.412, 0.033], [0.028, 0.282, 0.245], [-1.064, -0.698, 0.168], [-2.277, 0.017, 0.462], [-2.111, -0.625, -0.862], [2.478, 1.303, -0.675], [3.465, -0.075, -0.157], [2.703, 0.971, 1.051], [1.278, -0.927, -0.929], [1.420, -1.186, 0.806], [-0.118, 1.153, -0.424], [-0.007, 0.700, 1.268], [-2.841, -0.445, 1.266], [-2.190, 1.099, 0.497], [-2.752, -1.494, -0.983], [-1.935, -0.105, -1.808]]
}

=====

{
  "formula": "C6H18O4",
  "method": "the ωB97M-V functional and the def2-TZVPD basis",
  "de_lowest_ev": 1.991,
  "smiles": "C=C/C(C)=C/C.O.O.O.O",
  "homo_energy_ev": -8.82,
  "e_tot_ha": -540.25672,
  "elements": ["C", "C", "C", "C", "C", "C", "H", "H", "H", "H", "H", "H", "H", "H", "H", "H", "O", "H", "H", "O", "H", "H", "O", "H", "H", "O", "H", "H"],
  "coordinates": [[-0.053, -0.145, 3.131], [-0.110, -0.650, 1.883], [-0.026, 0.149, 0.657], [-1.265, 0.756, 0.118], [1.201, 0.389, 0.183], [1.508, 1.486, -0.773], [0.392, 0.807, 3.553], [-0.107, -0.757, 4.001], [-0.451, -1.755, 1.770], [-1.792, 0.048, -0.617], [-0.988, 1.764, -0.297], [-2.020, 0.767, 0.928], [1.989, -0.251, 0.414], [1.109, 2.470, -0.331], [1.335, 1.261, -1.869], [2.537, 1.738, -0.657], [-0.351, 3.165, 2.405], [-0.363, 2.580, 1.679], [-0.564, 2.655, 3.170], [0.560, -2.953, -0.612], [0.847, -3.822, -0.339], [1.508, -2.603, -0.493], [-0.555, 0.447, -3.312], [-0.562, -0.464, -3.075], [-1.072, 0.386, -4.040], [-0.876, -2.239, -2.759], [-0.285, -2.434, -2.016], [-1.548, -2.794, -2.701]]
}

=====

{
  "formula": "C2H4",
  "method": "the ωB97M-V functional and the def2-TZVPD basis",
  "de_lowest_ev": 0.681,
  "smiles": "C=C",
  "homo_energy_ev": -10.02,
  "e_tot_ha": -78.54137,
  "elements": ["C", "C", "H", "H", "H", "H"],
  "coordinates": [[0.134, 0.675, -0.013], [-0.146, -0.597, 0.088], [0.311, 1.274, 0.729], [0.290, 1.188, -0.998], [-0.564, -1.196, 0.918], [-0.025, -1.344, -0.723]]
}

=====

{
  "formula": "C19H19F2MgN",
  "method": "the ωB97M-V functional and the def2-TZVPD basis",
  "de_lowest_ev": 1.559,
  "homo_energy_ev": [-5.23, -3.84],
  "e_tot_ha": -1189.76455,
  "elements": ["C", "C", "C", "H", "C", "H", "H", "H", "C", "H", "H", "C", "H", "H", "C", "H", "H", "C", "H", "H", "Mg", "H", "F", "C", "C", "C", "C", "C", "F", "C", "C", "C", "C", "C", "C", "N", "H", "H", "H", "H", "H", "H"],
  "coordinates": [[0.240, -0.696, -2.028], [0.265, 2.481, -2.596], [-1.100, -0.640, -2.650], [0.512, -1.768, -2.149], [-1.032, 2.500, -2.269], [0.902, 3.309, -2.263], [-1.761, -1.468, -2.384], [-1.383, 3.221, -1.522], [-1.676, 0.348, -3.541], [-2.603, -0.124, -3.920], [-1.068, 0.572, -4.424], [1.360, 0.110, -2.735], [1.778, -0.537, -3.523], [2.190, 0.289, -2.030], [1.010, 1.457, -3.408], [0.557, 1.277, -4.391], [1.984, 1.929, -3.622], [-2.130, 1.685, -2.875], [-2.661, 2.276, -3.643], [-2.872, 1.451, -2.093], [1.672, -1.307, 0.406], [0.358, -0.547, -0.811], [0.466, 3.913, 1.835], [0.611, 2.586, 2.188], [0.976, 1.677, 1.185], [0.956, 0.349, 1.531], [0.573, -0.136, 2.785], [0.340, 0.858, 3.774], [0.241, 0.488, 5.102], [0.335, 2.214, 3.497], [0.385, -1.581, 2.994], [-0.278, -2.144, 4.085], [-0.560, -3.509, 4.104], [-0.157, -4.306, 3.032], [0.545, -3.716, 1.977], [0.808, -2.392, 1.977], [1.229, 2.025, 0.185], [0.118, 2.947, 4.270], [-0.569, -1.486, 4.892], [-1.092, -3.937, 4.948], [-0.367, -5.372, 2.993], [0.898, -4.293, 1.117]]
}

=====

{
  "formula": "C4H6LiLuO",
  "method": "the ωB97M-V functional and the def2-TZVPD basis",
  "homo_energy_ev": -6.61,
  "e_tot_ha": -1473.96852,
  "elements": ["C", "C", "H", "H", "O", "C", "C", "Li", "Lu", "H", "H", "H", "H"],
  "coordinates": [[-1.627, -0.691, -1.272], [-2.378, -0.915, -0.269], [-3.393, -1.068, 0.079], [-1.191, 0.405, 0.815], [-0.213, 1.040, 0.521], [0.805, 0.099, 0.923], [1.452, -0.406, -0.348], [-1.081, 1.459, -1.114], [2.052, 2.150, -1.262], [0.276, -0.676, 1.508], [1.470, 0.446, 1.730], [1.443, -0.948, -1.311], [2.385, -0.896, -0.001]]
}

=====

{
  "formula": "C4H13N2",
  "method": "the ωB97M-V functional and the def2-TZVPD basis",
  "charge": 1,
  "de_lowest_ev": 0.596,
  "smiles": "C[C@H]([NH3+])CCN",
  "homo_energy_ev": -14.48,
  "e_tot_ha": -269.47878,
  "elements": ["C", "C", "N", "C", "C", "N", "H", "H", "H", "H", "H", "H", "H", "H", "H", "H", "H", "H", "H"],
  "coordinates": [[0.180, 2.081, 1.011], [0.399, 0.712, 0.396], [0.514, 0.855, -1.093], [-0.734, -0.238, 0.752], [-0.844, -1.571, -0.032], [0.386, -1.866, -0.831], [-0.406, 1.984, 1.916], [1.104, 2.580, 1.276], [-0.387, 2.750, 0.370], [1.371, 0.382, 0.773], [0.665, -0.181, -1.437], [-0.393, 1.115, -1.458], [1.133, 1.618, -1.359], [-0.603, -0.488, 1.814], [-1.690, 0.256, 0.730], [-1.679, -1.539, -0.752], [-0.999, -2.421, 0.639], [0.234, -2.709, -1.386], [1.131, -2.134, -0.199]]
}